No. 1
A structure of composition C11H13IrN2O6 in a non-equilibrium geometry. Source: the OMol25 dataset; level of theory: ωB97M-V/def2-TZVPD.

```
33
Properties=species:S:1:pos:R:3
O 1.57964 -0.44910 -2.79841
C 0.85482 -0.26082 -1.93876
Ir -0.48463 0.09220 -0.27691
O 1.44309 2.56353 0.19958
C 0.72162 1.68405 0.05764
C -1.22504 0.31216 1.53243
O -1.70598 0.46321 2.57440
C -1.45506 -1.61328 0.05714
O -1.99851 -2.55721 0.47585
C -1.83052 1.13777 -1.19331
O -2.65913 1.72807 -1.73170
H -0.80384 -1.22868 -1.26406
C 2.76979 -3.45792 0.39732
N 3.12511 -2.65278 1.54248
C 4.21707 -3.18206 2.32809
C 4.71224 -2.17488 3.34235
C 3.55863 -1.44977 3.98301
N 2.78782 -0.81806 2.92213
C 2.02381 0.37098 3.21455
C 2.45776 -1.48554 1.77134
O 1.60903 -1.05236 0.96942
H 2.47107 -4.46472 0.70654
H 3.61093 -3.54505 -0.29868
H 1.93593 -2.96608 -0.10786
H 3.88404 -4.08987 2.85681
H 5.01686 -3.48806 1.63785
H 5.35141 -1.43420 2.86062
H 5.29983 -2.70384 4.10384
H 3.87170 -0.64694 4.65918
H 2.93430 -2.14224 4.56728
H 0.94766 0.17686 3.15785
H 2.29344 0.71175 4.21943
H 2.24917 1.16667 2.49663
```

Results
<S²>: 8.796
Net charge: +3
Multiplicity: 6
Calculated total energy: -29682.00874 eV
Highest occupied orbital energy (spin up / spin down): -15.638 / -21.538 eV

Here are the Löwdin charges for atoms 1 to 8, given in e: 0.226, -0.116, 1.041, 0.188, -0.232, -0.239, 0.207, -0.334

***

No. 2
A cluster of 2 separate species, C8H17O5 in total in a non-equilibrium geometry. Source: the OMol25 dataset; level of theory: ωB97M-V/def2-TZVPD.

```
30
Properties=species:S:1:pos:R:3
O 1.53592 1.49231 2.11380
C 2.56268 1.25841 1.52426
C 2.64408 0.83482 0.07784
O 1.42007 0.74167 -0.57014
C 0.89086 1.97218 -1.02011
C -0.50450 1.74503 -1.53817
O -1.41037 1.56699 -0.47874
C -2.60038 0.93468 -0.83333
H 3.12538 -0.15817 0.06635
H 3.55357 1.40022 2.01262
H 3.34633 1.51993 -0.43629
H 1.51224 2.38010 -1.83635
H 0.87083 2.71265 -0.20411
H -0.82515 2.61462 -2.13918
H -0.48977 0.89286 -2.24184
H -2.97114 0.35997 0.03140
H -3.37186 1.66961 -1.09093
H -2.40881 -0.04068 -1.53258
O -1.21911 -1.98678 -1.76440
C -0.07344 -2.13642 -1.03323
C -0.19821 -1.70905 0.41526
O -1.03938 -2.60572 1.09749
C -1.32542 -2.18720 2.40704
H 0.69271 -1.47852 -1.50393
H 0.30099 -3.17487 -1.13197
H -0.60100 -0.68122 0.44939
H 0.80577 -1.69395 0.87966
H -1.98793 -2.93244 2.86313
H -0.40378 -2.10584 3.01061
H -1.83121 -1.20519 2.40647
```

Results
<S²>: 0.754
Multiplicity: 2
Calculated total energy: -18804.35563 eV
Highest occupied orbital energy (spin up / spin down): -9.660 / -9.640 eV

Here are the Löwdin charges for atoms 1 to 8, given in e: 0.071, -0.230, -0.197, -0.150, -0.181, -0.213, -0.187, -0.130

***

No. 3
A structure of composition C39H30N2O4P2Pd in a non-equilibrium geometry. Source: the OMol25 dataset; level of theory: ωB97M-V/def2-TZVPD.

```
78
Properties=species:S:1:pos:R:3
Pd 1.25271 -0.15889 -0.27644
N -1.69513 -0.37813 -0.68377
P -0.49970 -1.44202 -0.16191
C -0.43925 -2.77731 -1.38162
C -1.63062 -3.43477 -1.69827
C -1.63747 -4.42996 -2.65726
C -0.45384 -4.77555 -3.30434
C 0.72816 -4.12941 -2.98678
C 0.74013 -3.12698 -2.02302
C -1.09553 -2.24771 1.33714
C -2.32555 -1.96998 1.91876
C -2.71254 -2.63599 3.07497
C -1.86918 -3.56990 3.65412
C -0.63599 -3.84609 3.07622
C -0.25079 -3.18956 1.92153
P -1.04242 1.16928 -1.20124
C -2.57705 2.15617 -1.08141
C -3.41659 2.42924 -2.15826
C -4.57293 3.17339 -1.96808
C -4.90312 3.63954 -0.70331
C -4.06945 3.37488 0.37513
C -2.90631 2.64454 0.18450
C -0.84342 0.89834 -2.98656
C 0.00404 1.77734 -3.65841
C 0.28693 1.58974 -5.00118
C -0.26041 0.50820 -5.67767
C -1.09638 -0.37657 -5.01263
C -1.38942 -0.18313 -3.66984
H -2.57494 -0.31744 -0.19143
H -2.55290 -3.16352 -1.19626
H -2.56095 -4.93771 -2.90326
H -0.46122 -5.54871 -4.06179
H 1.64651 -4.38447 -3.49837
H 1.65765 -2.59595 -1.80947
H -2.99539 -1.23161 1.49724
H -3.67217 -2.41617 3.52423
H -2.16893 -4.08089 4.55952
H 0.02853 -4.56837 3.53106
H 0.71768 -3.39472 1.47969
H -3.16105 2.06533 -3.14555
H -5.21907 3.38709 -2.80972
H -5.80708 4.21692 -0.55876
H -4.31681 3.75057 1.35951
H -2.23729 2.46130 1.01966
H 0.46578 2.59953 -3.12058
H 0.95752 2.26777 -5.51208
H -0.01752 0.34490 -6.71947
H -1.51128 -1.22858 -5.53612
H -2.02475 -0.88512 -3.14593
O 3.72656 0.03078 -3.61107
C 3.16723 0.17458 -2.54089
O 2.06231 -0.38307 -2.17954
C 3.82583 1.04418 -1.47605
C 5.21476 1.10630 -1.41294
C 5.83813 1.81743 -0.40345
C 5.05448 2.47945 0.52905
C 3.67591 2.47109 0.47788
C 3.07293 1.74822 -0.54099
N 5.71758 3.22590 1.61553
O 5.00988 3.85774 2.37353
O 6.92970 3.28822 1.59313
H 5.78680 0.57845 -2.16347
H 6.91396 1.86411 -0.32116
H 3.09873 3.01848 1.20820
H 1.98728 1.82992 -0.64805
C 0.86838 0.04695 1.58448
C 0.68476 0.25140 2.76264
C 0.47038 0.49500 4.16115
C -0.78073 0.26321 4.73510
C -0.98741 0.50326 6.08395
C 0.04874 0.97829 6.87625
C 1.29639 1.20917 6.31266
C 1.50936 0.96845 4.96516
H -1.58369 -0.11178 4.11299
H -1.96157 0.31922 6.51888
H -0.11545 1.16836 7.92886
H 2.10789 1.58077 6.92469
H 2.47970 1.14707 4.52097
```

Results
Multiplicity: 1
Calculated total energy: -74154.66014 eV
Highest occupied orbital energy: -8.130 eV

Here are the Löwdin charges for atoms 1 to 8, given in e: 0.679, -0.329, 0.838, -0.337, -0.097, -0.078, -0.075, -0.060

***

ΔE to the lowest compared entry with this formula, charge and spin / kJ/mol: 300.1 10.9 71.1